C5H7NO3S | ωB97M-V with the def2-TZVPD basis set

The calculation puts the energy at -873.1760 a.u. The gap between HOMO and LUMO (spin up / spin down) comes out at 7.9 / 7.9 eV. The value obtained for the LUMO energy (spin up / spin down) is -0.29 / -0.29 eV. The strongest force on any atom is 3.879 eV/Å.

Last column: Mulliken charge in e.
Cartesian coordinates (Å):
C1 -2.14 0.14 1.13  -0.351
C2 -2.04 1.19 0.30  -0.209
C3 -1.34 -1.08 1.23  -0.150
C4 0.52 0.73 -0.43  0.200
C5 2.43 -0.04 -1.58  -0.576
N1 -0.16 -1.34 0.65  0.622
O1 0.17 -0.61 -0.48  -0.320
O2 0.60 -2.27 0.99  -0.666
O3 1.51 1.04 -1.36  -0.354
S1 -0.95 1.71 -0.91  -0.171
H1 -2.89 0.04 1.95  0.214
H2 -2.76 1.96 0.51  0.324
H3 -1.56 -1.66 2.15  0.325
H4 0.77 1.23 0.56  0.360
H5 3.10 0.25 -2.37  0.281
H6 1.72 -0.91 -1.75  0.261
H7 3.03 -0.38 -0.58  0.211